{
  "formula": "C48H140N8O26",
  "method": "ωB97M-V with the def2-TZVPD basis set",
  "species": ["C", "O", "C", "C", "N", "C", "C", "O", "C", "H", "H", "H", "H", "H", "H", "H", "H", "H", "H", "H", "H", "H", "H", "H", "C", "O", "C", "C", "N", "C", "C", "O", "C", "H", "H", "H", "H", "H", "H", "H", "H", "H", "H", "H", "H", "H", "H", "H", "C", "O", "C", "C", "N", "C", "C", "O", "C", "H", "H", "H", "H", "H", "H", "H", "H", "H", "H", "H", "H", "H", "H", "H", "C", "O", "C", "C", "N", "C", "C", "O", "C", "H", "H", "H", "H", "H", "H", "H", "H", "H", "H", "H", "H", "H", "H", "H", "C", "O", "C", "C", "N", "C", "C", "O", "C", "H", "H", "H", "H", "H", "H", "H", "H", "H", "H", "H", "H", "H", "H", "H", "C", "O", "C", "C", "N", "C", "C", "O", "C", "H", "H", "H", "H", "H", "H", "H", "H", "H", "H", "H", "H", "H", "H", "H", "C", "O", "C", "C", "N", "C", "C", "O", "C", "H", "H", "H", "H", "H", "H", "H", "H", "H", "H", "H", "H", "H", "H", "H", "C", "O", "C", "C", "N", "C", "C", "O", "C", "H", "H", "H", "H", "H", "H", "H", "H", "H", "H", "H", "H", "H", "H", "H", "O", "H", "H", "O", "H", "H", "O", "H", "H", "O", "H", "H", "O", "H", "H", "O", "H", "H", "O", "H", "H", "O", "H", "H", "O", "H", "H", "O", "H", "H"],
  "xyz": [[-2.82, 2.32, 1.90], [-2.32, 2.89, 3.08], [-1.07, 2.37, 3.47], [-0.53, 3.11, 4.73], [-0.58, 4.56, 4.59], [0.38, 5.00, 3.56], [-0.29, 5.47, 2.26], [-1.51, 6.11, 2.59], [-2.31, 6.47, 1.47], [-1.98, 2.16, 1.20], [-3.54, 3.05, 1.54], [-3.34, 1.35, 1.92], [-0.33, 2.51, 2.67], [-1.21, 1.30, 3.67], [0.42, 2.66, 5.01], [-1.19, 2.76, 5.53], [-1.45, 4.82, 4.14], [1.13, 4.27, 3.24], [0.93, 5.89, 3.90], [-0.50, 4.64, 1.56], [0.40, 6.16, 1.76], [-1.81, 7.26, 0.89], [-3.27, 6.84, 1.82], [-2.40, 5.55, 0.89], [-0.85, 2.71, -3.25], [-1.07, 1.75, -2.25], [-0.45, 2.02, -0.99], [1.03, 1.70, -1.06], [1.68, 1.86, 0.22], [3.09, 1.49, 0.28], [3.60, 1.84, 1.63], [3.34, 3.23, 1.86], [3.70, 3.66, 3.15], [0.06, 2.52, -3.82], [-0.87, 3.74, -2.85], [-1.66, 2.75, -3.98], [-0.97, 1.36, -0.30], [-0.64, 3.06, -0.71], [1.44, 2.32, -1.87], [1.12, 0.69, -1.47], [1.57, 2.81, 0.56], [3.61, 2.09, -0.48], [3.21, 0.47, -0.08], [4.70, 1.81, 1.71], [3.26, 1.18, 2.44], [3.10, 3.25, 3.96], [3.53, 4.74, 3.16], [4.77, 3.54, 3.32], [-1.20, -4.10, 8.31], [-2.05, -3.76, 7.25], [-1.38, -3.16, 6.17], [-2.30, -2.76, 5.02], [-3.11, -1.58, 5.31], [-3.71, -1.10, 4.07], [-4.47, 0.20, 4.33], [-5.41, 0.39, 3.26], [-6.13, 1.57, 3.43], [-1.83, -4.44, 9.13], [-0.62, -3.24, 8.66], [-0.50, -4.92, 8.12], [-0.61, -3.83, 5.77], [-0.80, -2.29, 6.52], [-2.90, -3.66, 4.79], [-1.62, -2.52, 4.20], [-3.77, -1.86, 6.03], [-4.49, -1.83, 3.79], [-3.00, -1.05, 3.25], [-3.74, 1.01, 4.41], [-5.10, 0.12, 5.22], [-6.71, 1.61, 4.36], [-6.86, 1.77, 2.65], [-5.48, 2.46, 3.44], [-6.71, -0.51, 1.07], [-7.29, 0.73, 0.82], [-8.37, 0.76, -0.08], [-8.85, 2.20, -0.18], [-7.78, 3.13, -0.58], [-7.38, 3.00, -2.00], [-6.12, 3.79, -2.20], [-5.07, 3.08, -1.55], [-3.85, 3.79, -1.53], [-7.32, -1.07, 1.80], [-5.78, -0.32, 1.62], [-6.47, -1.19, 0.25], [-9.23, 0.16, 0.25], [-7.97, 0.37, -1.02], [-9.27, 2.51, 0.77], [-9.67, 2.25, -0.91], [-6.98, 2.80, -0.05], [-8.19, 3.34, -2.64], [-7.13, 1.95, -2.16], [-6.23, 4.78, -1.75], [-5.89, 3.86, -3.27], [-4.00, 4.87, -1.41], [-3.18, 3.54, -2.36], [-3.24, 3.52, -0.67], [7.19, 1.16, 4.25], [6.10, 0.30, 4.02], [5.64, -0.45, 5.11], [4.71, -1.58, 4.71], [5.35, -2.55, 3.85], [4.49, -3.71, 3.60], [5.06, -4.65, 2.56], [4.92, -4.16, 1.22], [5.20, -5.18, 0.28], [8.14, 0.67, 4.45], [6.98, 1.91, 5.02], [7.25, 1.78, 3.35], [5.24, 0.25, 5.85], [6.46, -0.97, 5.64], [3.84, -1.19, 4.17], [4.32, -1.96, 5.67], [6.16, -2.89, 4.35], [3.43, -3.49, 3.44], [4.46, -4.29, 4.54], [4.47, -5.57, 2.63], [6.11, -4.81, 2.83], [4.30, -5.82, 0.31], [6.19, -5.62, 0.33], [5.10, -4.80, -0.74], [2.46, 0.29, -3.99], [3.63, 0.51, -3.24], [4.50, -0.59, -3.18], [5.83, -0.23, -2.52], [5.75, 0.41, -1.23], [6.98, 1.14, -0.89], [7.97, 0.30, -0.10], [9.24, 0.90, -0.15], [10.14, 0.22, 0.70], [1.85, -0.56, -3.68], [2.62, 0.31, -5.08], [1.80, 1.14, -3.79], [4.80, -0.99, -4.15], [4.03, -1.46, -2.68], [6.24, 0.47, -3.26], [6.53, -1.07, -2.49], [5.58, -0.26, -0.47], [6.76, 2.00, -0.25], [7.37, 1.52, -1.84], [7.94, -0.72, -0.51], [7.62, 0.16, 0.93], [9.89, 0.31, 1.76], [11.15, 0.56, 0.50], [10.20, -0.83, 0.41], [-4.85, -1.46, -7.01], [-4.82, -1.11, -5.66], [-3.57, -0.74, -5.10], [-3.17, 0.70, -5.36], [-2.82, 1.02, -6.75], [-2.64, 2.45, -6.93], [-2.49, 2.71, -8.43], [-3.64, 2.23, -9.11], [-3.50, 2.31, -10.48], [-4.07, -2.16, -7.34], [-4.72, -0.61, -7.69], [-5.83, -1.87, -7.24], [-2.76, -1.45, -5.29], [-3.68, -0.77, -4.02], [-2.37, 0.94, -4.65], [-3.99, 1.37, -5.07], [-3.58, 0.80, -7.38], [-1.69, 2.77, -6.49], [-3.48, 3.06, -6.58], [-1.58, 2.28, -8.85], [-2.34, 3.77, -8.67], [-2.69, 1.66, -10.85], [-3.28, 3.32, -10.84], [-4.41, 2.03, -11.02], [-3.13, 0.31, -0.73], [-1.93, -0.37, -0.41], [-1.70, -0.59, 0.96], [-0.53, -1.52, 1.11], [0.72, -0.77, 1.07], [1.88, -1.61, 0.82], [2.13, -1.81, -0.68], [1.25, -2.81, -1.23], [1.59, -3.11, -2.56], [-3.22, 1.25, -0.19], [-3.95, -0.33, -0.37], [-3.42, 0.36, -1.78], [-2.61, -1.04, 1.39], [-1.56, 0.34, 1.52], [-0.60, -2.25, 0.29], [-0.58, -2.17, 1.98], [0.71, -0.03, 0.37], [1.85, -2.57, 1.35], [2.75, -1.18, 1.32], [3.17, -2.10, -0.85], [2.03, -0.84, -1.18], [0.90, -3.87, -2.90], [2.62, -3.46, -2.68], [1.52, -2.23, -3.21], [0.48, -1.90, -5.36], [0.35, -1.11, -5.89], [0.01, -1.71, -4.53], [0.48, -5.31, -0.13], [0.77, -4.44, -0.48], [0.27, -5.87, -0.90], [0.47, -0.20, 3.32], [0.56, -1.13, 3.57], [0.56, -0.19, 2.35], [-0.81, -0.96, -2.96], [-0.49, -1.63, -2.34], [-0.85, -0.14, -2.44], [5.38, -1.49, 1.00], [5.61, -1.30, 1.92], [5.27, -2.46, 0.98], [2.46, -4.58, -5.52], [3.36, -4.80, -5.80], [2.19, -3.86, -6.10], [1.20, -2.89, 3.71], [0.65, -3.47, 3.16], [1.86, -3.46, 4.10], [-0.57, -6.29, -2.45], [-1.37, -6.82, -2.48], [-0.29, -6.22, -3.38], [0.81, -6.85, -4.87], [1.19, -5.95, -4.92], [1.43, -7.40, -5.36], [-0.62, -4.63, 2.39], [-0.24, -5.06, 1.60], [-1.34, -5.20, 2.67]],
  "homo_lumo_gap_ha": 0.29874,
  "largest_force_ev_per_a": 3.4,
  "homo_energy_ev": -8.065,
  "de_lowest_ev": 0.0000
}